Below is a molecular structure, C9H8N2O6Pd in a non-equilibrium geometry, with properties calculated with wB97M-V/def2-TZVPD.

Last column: Mulliken charge in e.
Positions of all 26 atoms, in Å:
Pd1 1.00539 0.06273 -0.04543  0.457
O1 -0.98544 -0.99323 3.33733  -0.445
C1 -0.51334 -0.46963 2.19153  0.885
O2 0.68008 -0.80279 1.81443  -0.619
C2 -1.29736 0.43557 1.45049  -0.043
C3 -2.56561 1.01896 1.72082  -0.540
C4 -3.10222 1.90273 0.82333  -0.253
C5 -2.42678 2.24928 -0.37254  -0.430
C6 -1.19841 1.66183 -0.60231  0.160
N1 -0.68602 0.81990 0.28291  -0.027
C7 -0.23973 1.88913 -1.78510  0.670
O3 -0.54443 2.59395 -2.71709  -0.635
O4 0.90226 1.29071 -1.64504  -0.686
H1 -0.33921 -1.63057 3.67523  0.381
H2 -3.07558 0.75972 2.63348  0.508
H3 -4.06444 2.34884 1.02569  0.439
H4 -2.84213 2.94127 -1.08540  0.515
N2 2.88774 -0.86513 -0.41491  -0.442
C8 2.68478 -1.80597 -1.53715  -0.437
C9 1.26443 -2.50289 -1.50897  0.599
O5 1.16389 -3.61566 -1.96988  -0.687
O6 0.31867 -1.80841 -1.02396  -0.540
H5 3.66362 -0.23723 -0.63767  0.283
H6 3.14585 -1.39658 0.42264  0.313
H7 3.44325 -2.59779 -1.55362  0.331
H8 2.72074 -1.24875 -2.47881  0.244

Forces on atoms 1 to 3 (eV/Å):
1.3696 0.2834 -0.6242
-0.1949 0.8047 -1.2754
4.1590 -3.0113 1.5407

LUMO level = -2.2 eV
energy above the lowest of the compared OMol25 structures with the same formula, charge and spin = 35.5 kcal per mole
largest force on an atom = 5.361 eV/Å
spin multiplicity = 1
frontier orbital gap = 5.6 eV


Below is a gas-phase ion, C9H8NO3S (charge -1) in a non-equilibrium geometry, with properties calculated with wB97M-V/def2-TZVPD.

Last column: Mulliken charge in e.
Positions of all 22 atoms, in Å:
C1 1.86364 -1.18682 -1.05433  -0.776
C2 2.77740 -1.25397 -0.00429  -0.360
C3 0.85856 -0.31830 -0.95782  0.197
C4 2.65575 -0.40148 1.11154  -0.532
C5 0.63777 0.46520 0.19002  -0.743
C6 1.64616 0.50839 1.18308  0.032
C7 -2.67076 2.27800 -0.62171  0.685
C8 -1.71798 0.98930 -0.29765  0.357
C9 -1.86001 -1.38957 0.17200  -0.691
N1 -0.55423 1.30297 0.13205  0.109
O1 -3.81168 1.89725 -0.77639  -0.641
O2 -2.03894 3.31210 -0.50107  -0.735
O3 -2.27073 -0.16287 -0.45494  -0.334
S1 1.54419 1.45818 2.63980  -0.506
H1 1.90514 -1.66908 -1.99900  0.383
H2 3.60102 -1.95162 0.00227  0.336
H3 0.07458 -0.37800 -1.65697  0.537
H4 3.24104 -0.50854 1.97675  0.440
H5 -2.71084 -1.72830 0.83017  0.322
H6 -0.99938 -1.39057 0.78469  0.369
H7 -1.67892 -2.27872 -0.72570  0.199
H8 -0.49178 2.40645 0.02750  0.351

Forces on atoms 1 to 3 (eV/Å):
1.7214 -0.5031 0.0750
0.4986 0.4878 1.0919
-2.0790 1.4348 1.9829

LUMO level = 3.1 eV
energy above the lowest of the compared OMol25 structures with the same formula, charge and spin = 40.9 kcal per mole
largest force on an atom = 4.046 eV/Å
charge = -1
spin multiplicity = 1
frontier orbital gap = 6.6 eV


Below is 2 unconnected molecules or ions with the total composition C9H8NO5 in a non-equilibrium geometry, with properties calculated with wB97M-V/def2-TZVPD.

Last column: Mulliken charge in e.
Positions of all 23 atoms, in Å:
C1 -1.55156 -3.01685 -0.59272  -0.232
C2 -2.19913 -2.09747 -1.41870  -0.499
C3 -0.45595 -2.58032 0.16772  -0.584
C4 -1.94388 -0.73702 -1.24709  -0.301
C5 -0.17972 -1.25535 0.36686  -0.108
C6 -0.94552 -0.29060 -0.36578  0.528
C7 3.62454 0.92420 0.47790  0.631
C8 0.19689 2.75007 1.18961  -0.809
C9 -0.98637 1.16407 -0.06333  0.539
N1 2.60480 1.26039 -0.78337  -0.096
O1 3.88176 -0.23985 0.46250  -0.636
O2 3.85294 1.89697 1.13442  -0.662
O3 1.70286 0.48414 -0.91368  -0.210
O4 -1.83527 1.94967 -0.41201  -0.631
O5 0.04928 1.42739 0.78089  -0.167
H1 -1.84823 -4.15378 -0.55295  0.235
H2 -3.19287 -2.45777 -1.90123  0.226
H3 0.18597 -3.34762 0.53728  0.392
H4 -2.25769 0.02995 -1.99123  0.274
H5 0.64778 -0.91628 1.03119  0.253
H6 -0.40050 2.71861 2.17185  0.255
H7 -0.16643 3.47263 0.50699  0.352
H8 1.21629 3.01482 1.41487  0.249

Forces on atoms 1 to 3 (eV/Å):
-0.0133 -1.3750 -0.3783
-2.7313 -1.1063 0.7506
-0.5545 -0.8199 -0.4149

LUMO level (spin up / spin down) = 3.1 / 3.1 eV
energy above the lowest of the compared OMol25 structures with the same formula, charge and spin = 9.7 kcal per mole
largest force on an atom = 3.304 eV/Å
charge = -1
spin multiplicity = 1
frontier orbital gap (spin up / spin down) = 6.4 / 6.4 eV


Below is a single C9H8O molecule in a non-equilibrium geometry, with properties calculated with wB97M-V/def2-TZVPD.

Last column: Löwdin spin population.
Positions of all 18 atoms, in Å:
C1 2.23598 1.12992 -0.10988  0.222
C2 2.71319 -0.08231 0.35469  0.424
C3 0.92205 1.35666 -0.52656  0.232
C4 2.00049 -1.28687 0.31168  0.176
C5 0.18491 0.16834 -0.47904  0.463
C6 0.68762 -1.00868 0.01718  0.205
C7 -3.33608 0.07535 0.20027  0.018
C8 -2.07632 -0.03762 0.50838  0.019
C9 -1.19956 -0.44383 -0.59108  0.051
O1 -0.56346 -1.66746 -0.19062  0.131
H1 2.84318 1.95261 0.03281  0.006
H2 3.78744 -0.19289 0.51620  0.021
H3 0.60259 2.29616 -1.09043  0.012
H4 2.36699 -2.21841 0.83612  0.008
H5 -3.98376 0.33025 1.02088  0.001
H6 -3.70353 0.05209 -0.87170  0.002
H7 -1.69039 -0.14060 1.54204  0.000
H8 -1.79131 -0.28270 -1.48092  0.009

Forces on atoms 1 to 3 (eV/Å):
-3.6783 1.6489 -0.7007
2.9158 -1.1473 0.4158
2.1884 2.5691 -1.0713

LUMO level (spin up / spin down) = 1.1 / -2.6 eV
largest force on an atom = 4.091 eV/Å
spin multiplicity = 3
frontier orbital gap (spin up / spin down) = 5.8 / 6.4 eV


Below is 2 unconnected molecules or ions with the total composition C9H9BFN3O9 in a non-equilibrium geometry, with properties calculated with wB97M-V/def2-TZVPD.

Last column: Mulliken charge in e.
Positions of all 32 atoms, in Å:
N1 1.48028 -0.06073 -3.75247  -0.370
C1 0.38930 0.63746 -3.37615  0.175
N2 -0.83535 0.16780 -3.27678  -0.090
C2 -1.53969 0.94033 -2.18433  -0.779
C3 -0.41032 1.81347 -1.70425  0.450
C4 -0.71601 3.05766 -0.86736  -0.562
C5 -0.31270 2.59109 0.50149  0.555
O1 0.82773 2.58610 0.88786  -0.481
F1 -1.31545 2.10556 1.21850  -0.233
N3 0.35295 1.92223 -2.97866  -0.319
H1 2.01664 -0.49699 -3.02083  0.253
H2 1.80171 -0.16546 -4.69358  0.209
H3 -0.91189 -0.81656 -3.04272  0.356
H4 -1.88723 0.25335 -1.43013  0.264
H5 -2.39552 1.44721 -2.60899  0.401
H6 0.25083 1.24438 -1.06784  0.278
H7 -0.14254 3.93623 -1.11364  0.366
H8 -1.77652 3.27413 -0.87192  0.305
H9 1.28469 2.31555 -2.94715  0.354
B1 0.30080 -2.06370 2.80310  1.160
O2 -0.62664 -3.12754 3.20627  -0.507
C6 -0.69102 -3.15294 4.53921  0.591
O3 -1.35531 -3.90085 5.18709  -0.564
C7 0.22905 -2.05913 5.07842  0.583
O4 0.41565 -1.79554 6.22557  -0.566
O5 0.79143 -1.44142 4.03766  -0.473
O6 1.41769 -2.59943 1.98223  -0.529
C8 1.40011 -2.00897 0.80796  0.506
O7 2.15782 -2.20158 -0.10261  -0.618
C9 0.23703 -1.02210 0.78768  0.515
O8 -0.05527 -0.31870 -0.15299  -0.596
O9 -0.38224 -1.06093 1.92935  -0.635

Forces on atoms 1 to 3 (eV/Å):
0.5771 -0.2388 -0.3946
-1.1738 1.2362 -0.7305
-0.6606 -1.7692 2.2021

LUMO level = -1.7 eV
largest force on an atom = 2.901 eV/Å
spin multiplicity = 1
frontier orbital gap = 7.5 eV


Below is a single C9H9BrClN3 molecule in a non-equilibrium geometry, with properties calculated with wB97M-V/def2-TZVPD.

Last column: Mulliken charge in e.
Positions of all 23 atoms, in Å:
C1 0.19330 -3.49995 -0.98505  -0.238
C2 0.53134 -2.85386 0.97483  0.060
C3 -0.20364 2.25068 0.40974  -0.370
C4 -1.45325 1.53134 0.15993  -0.349
C5 1.04630 1.79404 0.20613  -0.904
C6 -2.00424 0.39334 0.68069  -0.616
C7 1.19652 0.44334 -0.42907  0.087
C8 1.71685 -0.83320 0.31927  0.416
C9 2.57603 -0.14852 -0.77914  -0.573
N1 -0.03820 -3.81360 0.29848  -0.660
N2 0.92997 -2.47374 -1.18393  -0.792
N3 1.09502 -2.04773 0.07059  0.645
Cl1 2.36407 -0.48458 1.99412  -0.171
Br1 4.24050 0.48158 -0.26212  -0.088
H1 -0.13312 -4.04000 -1.79857  0.482
H2 0.50306 -2.65114 2.00880  0.381
H3 -0.39198 3.28688 0.54360  0.395
H4 -2.05822 2.18890 -0.52963  0.296
H5 1.87348 2.35428 0.41452  0.489
H6 -2.98908 -0.01338 0.36286  0.251
H7 0.34350 0.22612 -1.07934  0.594
H8 2.52894 -0.62432 -1.84715  0.336
H9 -1.65840 -0.00026 1.57030  0.331

Forces on atoms 1 to 3 (eV/Å):
-0.1687 -1.2557 0.7329
-0.3242 -0.1193 -1.7305
0.6719 -0.9240 -0.1042

LUMO level = 0.5 eV
energy above the lowest of the compared OMol25 structures with the same formula, charge and spin = 37.8 kcal per mole
largest force on an atom = 4.082 eV/Å
SMILES = C=C/C=C\[C@H]1[C@@H](Br)[C@]1(Cl)n1cncn1
spin multiplicity = 1
frontier orbital gap = 9.4 eV


no.,E (eV)
1,-28207.3518
2,-27930.5542
3,-21188.9180
4,-11502.7680
5,-35774.6186
6,-96510.4768